Formula: C18H40IrNO3PSSi3
Source: OMol25
Level of theory: ωB97M-V/def2-TZVPD

Output
* ⟨S²⟩: 0.76
* energy relative to the best compared isomer or geometry (same formula, charge and spin): 0.3 kJ/mol
* total energy: -2702.2595 hartree
* orbital gap (alpha / beta): 7.56 / 6.56 eV
* highest occupied orbital energy (alpha / beta): -15.349 / -15.463 eV
* spin multiplicity: 2
* total charge: +2

Last column: Mulliken spin population.
CARTESIAN COORDINATES (ANGSTROEM)
Ir -0.363 0.773 0.299  0.63
S -1.651 2.755 -1.077  0.01
P -2.145 -0.545 -0.293  0.00
Si 2.390 0.951 -1.671  0.02
Si 2.413 0.630 1.485  0.01
Si 1.637 -1.858 -0.314  0.02
O -2.977 2.567 -1.557  0.00
O -1.497 2.542 0.430  0.09
O -0.656 1.737 -1.589  -0.01
N -0.185 0.240 2.255  -0.01
C 3.390 -2.355 -0.720  0.04
C -3.693 0.112 0.374  0.01
C 1.075 0.176 2.749  -0.01
C 1.202 -2.674 1.317  0.01
C -2.072 -2.215 0.375  0.00
C -1.242 0.063 3.067  0.00
C 1.515 0.098 -0.140  0.16
C 4.002 -0.208 1.958  0.01
C 1.271 -0.125 4.089  0.00
C 2.022 2.795 -1.716  0.01
C 0.621 -2.576 -1.714  0.01
C 4.241 0.858 -1.412  0.00
C -1.111 4.374 -1.451  0.00
C -2.378 -0.611 -2.077  0.00
C 2.560 2.484 1.642  0.00
C -1.094 -0.238 4.401  0.00
C 0.189 -0.348 4.924  0.00
C 1.900 0.175 -3.289  0.00
H -1.438 -0.622 -2.620  0.00
H 4.154 -1.998 -0.034  0.00
H 2.331 -0.814 -3.445  0.00
H 0.337 -0.587 5.968  0.00
H 1.594 3.192 -0.797  0.00
H -2.952 0.262 -2.383  0.00
H -1.837 5.055 -1.010  0.00
H -1.230 -2.784 -0.004  0.00
H 2.960 3.330 -1.887  0.00
H 1.188 -2.515 -2.642  0.00
H 4.679 1.312 -2.306  0.00
H 4.330 0.236 2.903  0.00
H 2.278 0.816 -4.090  0.00
H -2.220 0.193 2.631  0.00
H 1.596 2.993 1.543  0.00
H 1.351 3.029 -2.542  0.00
H 3.387 -3.449 -0.667  0.00
H -3.001 -2.707 0.075  0.00
H 4.574 1.469 -0.570  0.00
H -3.785 1.184 0.232  0.00
H 2.280 -0.180 4.476  0.00
H 4.794 -0.030 1.232  0.00
H 0.259 -2.373 1.772  0.00
H 4.666 -0.136 -1.312  0.00
H -1.122 4.467 -2.537  0.00
H -0.117 4.534 -1.047  0.00
H -2.034 -2.179 1.463  0.00
H -3.818 -0.151 1.422  0.00
H -4.487 -0.383 -0.193  0.00
H 3.672 -2.084 -1.737  0.00
H 1.154 -3.753 1.142  0.00
H -2.944 -1.519 -2.297  0.00
H 3.902 -1.282 2.106  0.00
H -1.970 -0.374 5.018  0.00
H 1.987 -2.518 2.059  0.00
H 3.244 2.918 0.912  0.00
H 2.945 2.721 2.637  0.00
H 0.481 -3.642 -1.505  0.00
H -0.357 -2.152 -1.911  0.00
H 0.818 0.112 -3.411  0.00

***

Formula: C18H40N2O
Source: OMol25
Level of theory: ωB97M-V/def2-TZVPD

Output
* ⟨S²⟩: 0.75
* total energy: -894.2932 hartree
* orbital gap (alpha / beta): 7.61 / 8.69 eV
* highest occupied orbital energy (alpha / beta): -10.913 / -11.990 eV
* spin multiplicity: 2
* total charge: +1

Last column: Mulliken spin population.
CARTESIAN COORDINATES (ANGSTROEM)
O 1.047 -1.126 2.003  0.52
N 2.382 2.651 0.086  0.00
N 0.184 -1.311 2.939  0.39
C 1.401 -2.932 4.359  0.03
C 0.481 0.804 -1.377  0.00
C 1.086 2.169 0.693  0.03
C -0.800 2.820 -6.857  0.00
C -0.095 -1.170 5.415  0.01
C 0.864 -1.499 4.262  0.01
C -0.630 0.946 -5.156  0.00
C -1.368 -1.911 1.140  -0.01
C -0.257 2.389 -5.496  0.00
C 0.069 1.931 -0.410  0.00
C 0.420 -4.012 3.899  -0.02
C -2.218 3.398 -6.785  0.00
C -0.855 -2.313 2.521  0.02
C -0.204 -3.695 2.539  0.03
C 2.018 -0.510 4.366  -0.01
C -2.112 -2.331 3.413  0.01
C 0.528 1.217 -2.868  0.00
C -0.605 0.586 -3.666  0.00
H 2.308 -3.001 3.750  0.00
H -2.772 3.191 -7.698  0.00
H -0.352 -4.144 4.660  0.00
H -1.933 -2.730 0.696  0.00
H -0.910 -1.878 5.521  0.00
H 2.425 -0.546 5.376  0.00
H 0.491 2.305 -2.929  0.00
H -0.529 -0.179 5.278  -0.01
H 2.803 1.937 -0.510  0.00
H 0.450 -1.168 6.359  0.00
H 0.741 2.970 1.344  0.00
H 1.275 1.265 1.271  -0.01
H -1.612 0.699 -5.560  0.00
H 2.207 3.499 -0.453  0.00
H -2.007 -2.904 4.329  0.00
H -2.776 3.019 -5.930  0.00
H 1.676 0.509 4.173  0.00
H -0.473 -0.495 -3.587  0.00
H 1.705 -3.115 5.391  0.00
H 0.939 -4.970 3.846  0.00
H -2.183 4.483 -6.688  0.00
H -0.952 -4.448 2.286  0.00
H -0.139 3.548 -7.324  0.00
H 3.061 2.878 0.813  0.00
H 2.821 -0.743 3.671  0.00
H -0.567 -1.642 0.455  0.01
H -0.230 -0.011 -1.257  0.00
H 1.496 0.918 -3.274  0.00
H 0.573 -3.739 1.769  0.00
H -2.032 -1.048 1.230  0.00
H -0.566 3.090 -4.717  0.00
H -2.908 -2.815 2.848  0.00
H -0.809 1.951 -7.517  0.00
H -0.869 1.712 0.095  0.00
H 1.447 0.385 -1.082  0.00
H 0.834 2.455 -5.534  0.00
H -2.449 -1.324 3.665  -0.01
H -1.552 0.822 -3.175  0.00
H 0.086 0.292 -5.657  0.00
H -0.056 2.873 -0.951  0.00

***

Formula: C18H40NO9S3V
Source: OMol25
Level of theory: ωB97M-V/def2-TZVPD

Output
* ⟨S²⟩: 0.76
* energy relative to the best compared isomer or geometry (same formula, charge and spin): 16.3 kJ/mol
* total energy: -3580.1573 hartree
* orbital gap (alpha / beta): 3.57 / 4.36 eV
* highest occupied orbital energy (alpha / beta): -1.693 / -2.490 eV
* spin multiplicity: 2
* total charge: -1

Last column: Mulliken spin population.
CARTESIAN COORDINATES (ANGSTROEM)
V 33.014 -32.488 10.947  0.98
S 31.846 -29.210 11.695  0.01
S 33.854 -31.439 14.397  -0.02
S 30.257 -34.101 11.378  0.00
O 36.262 -30.274 6.914  0.00
O 34.346 -31.642 10.581  0.06
O 38.334 -30.220 6.082  0.00
O 33.935 -34.598 11.007  0.01
O 31.390 -33.492 12.191  0.00
O 31.879 -30.729 11.671  -0.03
O 33.814 -32.327 13.089  -0.02
O 37.910 -29.654 8.232  0.00
O 32.063 -32.227 9.677  0.00
N 35.063 -34.548 10.207  -0.01
C 35.695 -29.647 8.081  0.00
C 33.499 -28.476 12.087  0.00
C 34.874 -35.300 8.919  0.00
C 37.512 -34.638 10.035  0.00
C 33.805 -34.571 8.044  0.00
C 36.746 -29.608 9.084  0.00
C 37.386 -35.501 8.764  0.00
C 34.526 -36.787 9.037  0.00
C 36.082 -35.163 8.031  0.00
C 36.536 -33.651 12.014  0.00
C 34.451 -32.348 15.880  0.00
C 36.376 -36.167 11.759  0.00
C 36.325 -34.792 11.001  0.00
C 31.107 -28.781 13.332  0.00
C 28.993 -34.818 12.571  0.00
C 37.611 -30.217 7.043  0.00
C 30.658 -35.715 10.564  0.00
C 35.323 -30.372 14.264  0.00
H 35.816 -33.666 12.833  0.00
H 36.813 -28.689 9.667  0.00
H 33.377 -27.394 12.026  0.00
H 28.737 -34.029 13.277  0.00
H 33.621 -35.049 7.082  0.00
H 35.329 -32.919 15.576  0.00
H 36.754 -30.457 9.768  0.00
H 33.779 -36.988 8.269  0.00
H 31.283 -35.576 9.682  0.00
H 30.079 -29.127 13.226  0.00
H 35.967 -35.767 7.130  0.00
H 29.330 -35.583 13.271  0.00
H 38.378 -35.074 10.534  0.00
H 37.349 -36.393 12.197  0.00
H 34.985 -29.469 14.774  0.00
H 36.051 -36.938 11.062  0.00
H 36.349 -32.721 11.477  0.00
H 34.760 -31.666 16.672  0.00
H 31.501 -29.444 14.102  0.00
H 28.091 -35.264 12.152  0.00
H 33.675 -28.629 13.152  0.00
H 29.711 -36.135 10.223  0.00
H 35.651 -36.318 12.559  0.00
H 33.987 -37.011 9.958  0.00
H 35.360 -28.696 7.668  0.00
H 37.778 -33.609 9.794  0.00
H 30.974 -27.722 13.552  0.00
H 36.161 -30.848 14.774  0.00
H 33.979 -33.500 7.939  0.00
H 32.812 -34.591 8.494  0.00
H 35.413 -37.417 8.966  0.00
H 34.356 -28.681 11.445  0.00
H 38.212 -35.177 8.130  0.00
H 33.734 -33.066 16.278  0.00
H 34.843 -30.197 8.482  0.00
H 31.047 -36.457 11.261  0.00
H 37.370 -36.570 8.978  0.00
H 36.167 -34.184 7.559  0.00
H 35.400 -30.195 13.192  0.00
H 37.425 -33.497 12.626  0.00

***

Question: Look up the total energy of the first one.
Answer: -2702.2595 hartree

***

Repeat the second record exactly.
Formula: C18H40N2O
Source: OMol25
Level of theory: ωB97M-V/def2-TZVPD

Output
* ⟨S²⟩: 0.75
* total energy: -894.2932 hartree
* orbital gap (alpha / beta): 7.61 / 8.69 eV
* highest occupied orbital energy (alpha / beta): -10.913 / -11.990 eV
* spin multiplicity: 2
* total charge: +1

Last column: Mulliken spin population.
CARTESIAN COORDINATES (ANGSTROEM)
O 1.047 -1.126 2.003  0.52
N 2.382 2.651 0.086  0.00
N 0.184 -1.311 2.939  0.39
C 1.401 -2.932 4.359  0.03
C 0.481 0.804 -1.377  0.00
C 1.086 2.169 0.693  0.03
C -0.800 2.820 -6.857  0.00
C -0.095 -1.170 5.415  0.01
C 0.864 -1.499 4.262  0.01
C -0.630 0.946 -5.156  0.00
C -1.368 -1.911 1.140  -0.01
C -0.257 2.389 -5.496  0.00
C 0.069 1.931 -0.410  0.00
C 0.420 -4.012 3.899  -0.02
C -2.218 3.398 -6.785  0.00
C -0.855 -2.313 2.521  0.02
C -0.204 -3.695 2.539  0.03
C 2.018 -0.510 4.366  -0.01
C -2.112 -2.331 3.413  0.01
C 0.528 1.217 -2.868  0.00
C -0.605 0.586 -3.666  0.00
H 2.308 -3.001 3.750  0.00
H -2.772 3.191 -7.698  0.00
H -0.352 -4.144 4.660  0.00
H -1.933 -2.730 0.696  0.00
H -0.910 -1.878 5.521  0.00
H 2.425 -0.546 5.376  0.00
H 0.491 2.305 -2.929  0.00
H -0.529 -0.179 5.278  -0.01
H 2.803 1.937 -0.510  0.00
H 0.450 -1.168 6.359  0.00
H 0.741 2.970 1.344  0.00
H 1.275 1.265 1.271  -0.01
H -1.612 0.699 -5.560  0.00
H 2.207 3.499 -0.453  0.00
H -2.007 -2.904 4.329  0.00
H -2.776 3.019 -5.930  0.00
H 1.676 0.509 4.173  0.00
H -0.473 -0.495 -3.587  0.00
H 1.705 -3.115 5.391  0.00
H 0.939 -4.970 3.846  0.00
H -2.183 4.483 -6.688  0.00
H -0.952 -4.448 2.286  0.00
H -0.139 3.548 -7.324  0.00
H 3.061 2.878 0.813  0.00
H 2.821 -0.743 3.671  0.00
H -0.567 -1.642 0.455  0.01
H -0.230 -0.011 -1.257  0.00
H 1.496 0.918 -3.274  0.00
H 0.573 -3.739 1.769  0.00
H -2.032 -1.048 1.230  0.00
H -0.566 3.090 -4.717  0.00
H -2.908 -2.815 2.848  0.00
H -0.809 1.951 -7.517  0.00
H -0.869 1.712 0.095  0.00
H 1.447 0.385 -1.082  0.00
H 0.834 2.455 -5.534  0.00
H -2.449 -1.324 3.665  -0.01
H -1.552 0.822 -3.175  0.00
H 0.086 0.292 -5.657  0.00
H -0.056 2.873 -0.951  0.00